Record 1
The following is a DFT calculation (wB97M-V/def2-TZVPD) of a molecular structure, C8H8CaF12Mn2N3O16S4 in a non-equilibrium geometry.

Its multiplicity is 11. The frontier orbital gap (alpha / beta) is 8.953 / 8.683 eV. The total energy comes out at -202680.3746 eV. Its net charge is +1. The calculation puts the HOMO energy (alpha / beta) at -12.8933 / -13.3724 eV. The value obtained for the largest force on an atom is 3.03 eV/A. As for the expectation value of S²: 30.0072.

Element x y z (Å)
Ca: 0.409 -23.579 -9.469
Mn: -2.812 -25.537 -9.985
Mn: -0.365 -27.349 -9.074
C: -1.520 -24.766 -13.608
F: -1.026 -25.842 -12.935
F: -0.621 -24.349 -14.463
F: -2.640 -25.115 -14.162
S: -1.749 -23.414 -12.329
O: -0.503 -23.405 -11.575
O: -2.052 -22.252 -13.070
N: -2.925 -23.922 -11.243
S: -4.462 -23.488 -11.674
O: -4.742 -23.560 -13.047
O: -5.246 -24.262 -10.747
C: -4.637 -21.739 -11.059
F: -4.258 -20.841 -11.938
F: -5.922 -21.599 -10.763
F: -3.905 -21.645 -9.945
C: 3.991 -25.548 -8.549
F: 4.686 -26.655 -8.348
F: 3.246 -25.270 -7.508
F: 4.822 -24.547 -8.801
S: 2.922 -25.860 -10.034
O: 3.692 -26.565 -10.986
O: 1.817 -26.609 -9.472
N: 2.387 -24.300 -10.421
S: 3.256 -23.979 -11.804
O: 4.666 -24.053 -11.626
O: 2.632 -24.530 -12.956
C: 2.972 -22.157 -11.889
F: 1.680 -21.926 -12.207
F: 3.252 -21.558 -10.733
F: 3.721 -21.646 -12.832
O: -0.674 -25.562 -10.059
H: -0.386 -25.528 -10.979
O: -2.365 -27.378 -9.181
H: -3.060 -28.038 -9.233
N: 0.098 -25.772 -6.569
O: 0.529 -24.984 -7.481
O: 0.370 -25.601 -5.413
O: -0.523 -26.809 -6.982
C: 3.299 -29.478 -13.397
C: 2.008 -28.653 -13.555
C: 0.761 -29.352 -14.064
O: -0.006 -29.582 -12.835
C: 0.417 -28.696 -11.959
O: -0.177 -28.414 -10.935
O: 1.553 -28.099 -12.305
H: 3.255 -30.339 -14.070
H: 3.380 -29.883 -12.391
H: 4.144 -28.884 -13.725
H: 2.249 -27.914 -14.321
H: 0.909 -30.249 -14.659
H: 0.109 -28.721 -14.675

***

Record 2
The following is a DFT calculation (wB97M-V/def2-TZVPD) of C4H6O2 in the gas phase.

Its SMILES is C1OCC12CO2. The frontier orbital gap is 10.906 eV. The total energy comes out at -8337.5615 eV. Its net charge is 0. The calculation puts the HOMO energy at -9.9387 eV. The value obtained for the largest force on an atom is 0.36 eV/A.

Element x y z (Å)
C: 1.654 0.190 -0.067
O: 1.156 -0.518 1.068
C: 0.233 -0.096 0.097
C: -0.883 0.890 0.375
O: -1.847 -0.012 -0.190
C: -0.850 -1.006 -0.484
H: 2.301 -0.365 -0.742
H: 1.984 1.207 0.161
H: -0.822 1.826 -0.193
H: -1.047 1.100 1.438
H: -0.997 -1.916 0.111
H: -0.830 -1.262 -1.550

***

Record 3
The following is a DFT calculation (wB97M-V/def2-TZVPD) of a molecular structure, C2H5FSi in a non-equilibrium geometry.

The frontier orbital gap is 11.458 eV. The total energy comes out at -12747.1423 eV. Its net charge is 0. The calculation puts the HOMO energy at -10.7137 eV. The value obtained for the largest force on an atom is 5.32 eV/A.

Element x y z (Å)
C: -0.560 -1.018 1.117
C: 0.226 -0.409 0.302
F: 1.613 -1.332 0.049
Si: 0.087 1.076 -0.871
H: -1.422 -0.387 1.211
H: -0.378 -1.997 1.701
H: 0.454 2.190 -0.018
H: 1.110 1.068 -1.781
H: -1.131 0.810 -1.711

***

Record 4
The following is a DFT calculation (wB97M-V/def2-TZVPD) of C5H5NO in the gas phase in a non-equilibrium geometry.

The frontier orbital gap is 11.103 eV. The total energy comes out at -8799.4056 eV. Its net charge is 0. The calculation puts the HOMO energy at -10.2408 eV. The value obtained for the largest force on an atom is 1.60 eV/A.

Element x y z (Å)
N: 0.046 -1.827 0.788
C: 0.593 -2.816 1.129
C: -0.020 -0.513 0.341
C: -1.151 0.168 -0.391
C: -0.098 1.214 0.032
C: 1.033 0.295 -0.472
O: -0.011 0.544 1.345
H: -1.257 -0.093 -1.443
H: -2.068 0.141 0.190
H: -0.185 2.298 0.032
H: 1.113 0.113 -1.548
H: 2.005 0.477 -0.001

***

Record 5
The following is a DFT calculation (wB97M-V/def2-TZVPD) of 2 unconnected molecules or ions with the total composition CH8BN3 in a non-equilibrium geometry.

The frontier orbital gap (alpha / beta) is 9.237 / 7.915 eV. The total energy comes out at -6312.0892 eV. Its net charge is 0. The calculation puts the HOMO energy (alpha / beta) at -9.2407 / -8.8251 eV. The value obtained for the largest force on an atom is 5.02 eV/A.

Element x y z (Å)
B: -0.899 -0.020 -0.373
C: 1.879 0.131 0.403
N: -1.185 1.236 0.358
N: -1.550 -1.269 -0.110
N: 0.031 0.034 -1.340
H: 1.344 -0.202 1.226
H: 2.588 -0.386 -0.111
H: 1.549 1.002 -0.073
H: -1.446 1.311 1.344
H: -0.757 1.994 -0.142
H: -2.444 -1.315 0.352
H: -1.350 -2.118 -0.554
H: 0.230 -0.821 -1.850

***

Record 6
The following is a DFT calculation (wB97M-V/def2-TZVPD) of 2 unconnected molecules or ions with the total composition C9H17NSi in a non-equilibrium geometry.

Its multiplicity is 3. The frontier orbital gap (alpha / beta) is 4.850 / 6.489 eV. The total energy comes out at -18969.0599 eV. Its net charge is 0. The calculation puts the HOMO energy (alpha / beta) at -3.9380 / -8.3607 eV. The value obtained for the largest force on an atom is 8.93 eV/A. As for the expectation value of S²: 2.0315.

Element x y z (Å)
C: -3.531 -0.566 -0.440
C: -3.123 0.845 -0.351
C: -2.625 -1.113 -1.253
C: -1.990 0.974 -1.089
C: -0.510 -0.599 -2.337
C: 2.143 1.711 1.900
C: -0.045 -0.686 1.482
C: 3.071 -1.300 1.011
C: 1.854 1.640 0.346
N: -1.765 -0.184 -1.733
Si: 1.702 -0.021 1.196
H: -4.315 -1.102 -0.096
H: -3.699 1.515 0.221
H: -2.706 -2.121 -1.602
H: -0.287 -1.672 -2.245
H: -0.301 -0.189 -3.430
H: 0.365 -0.109 -1.666
H: -1.477 1.900 -1.408
H: 1.358 2.232 2.461
H: 3.176 2.045 2.149
H: -0.210 -0.566 2.532
H: -0.861 -0.048 0.860
H: -0.134 -1.679 0.969
H: 3.967 -0.847 1.497
H: 2.800 -2.298 1.615
H: 3.356 -1.650 -0.090
H: 1.054 2.052 -0.174
H: 2.736 1.835 -0.324